This record from the Open Molecules 2025 dataset describes a molecular structure, C34H25Cl3N7S4Yb. The level of theory is ωB97M-V/def2-TZVPD.

Geometry as XYZ:
```
74
C34H25Cl3N7S4Yb | the Open Molecules 2025 dataset | ωB97M-V/def2-TZVPD
Yb 1.66 -0.36 -0.10
S 1.13 -1.43 2.28
C -0.61 -1.45 1.99
N -1.48 -1.33 2.94
N -0.97 -1.04 4.13
C -1.76 -0.85 5.24
C -3.14 -1.10 5.21
C -3.91 -0.89 6.34
C -3.33 -0.42 7.52
C -1.96 -0.20 7.55
C -1.18 -0.40 6.43
N -1.16 -1.73 0.76
N -0.46 -1.53 -0.26
C -0.99 -2.14 -1.42
C -1.72 -3.33 -1.35
C -2.17 -3.92 -2.51
C -1.91 -3.35 -3.75
C -1.17 -2.17 -3.81
C -0.71 -1.57 -2.66
H 0.04 -0.90 4.16
H -3.57 -1.47 4.29
H -4.97 -1.08 6.31
H -3.93 -0.25 8.40
H -1.49 0.15 8.47
H -0.11 -0.22 6.46
H -1.89 -3.78 -0.38
H -2.73 -4.85 -2.45
H -2.27 -3.82 -4.66
H -0.94 -1.73 -4.78
H -0.11 -0.66 -2.70
S -2.12 7.20 -0.24
C -1.74 5.58 -0.36
S -0.78 4.81 0.86
C -0.84 3.25 -0.04
N -1.51 3.39 -1.13
N -2.02 4.66 -1.33
C -2.78 4.80 -2.52
C -2.77 3.72 -3.42
C -3.50 3.77 -4.59
C -4.26 4.89 -4.91
C -4.28 5.95 -4.02
C -3.55 5.92 -2.84
S -0.11 1.88 0.60
H -2.18 2.85 -3.17
H -3.47 2.92 -5.26
H -4.83 4.93 -5.83
H -4.86 6.83 -4.25
H -3.58 6.76 -2.17
Cl 2.71 0.94 -4.88
C 2.89 -0.72 -4.37
C 3.32 -1.65 -5.28
C 3.46 -2.99 -4.93
C 3.14 -3.36 -3.62
C 2.71 -2.42 -2.72
Cl 2.29 -2.95 -1.09
C 2.56 -1.01 -2.98
N 2.17 -0.12 -2.12
H 3.54 -1.33 -6.29
H 3.79 -3.72 -5.65
H 3.23 -4.40 -3.31
Cl 3.01 1.50 1.76
C 3.88 0.15 2.45
C 3.92 -0.01 3.82
C 4.45 -1.17 4.36
C 4.89 -2.17 3.49
C 4.84 -2.01 2.12
C 4.35 -0.82 1.53
C 4.24 -0.62 0.12
H 3.50 0.76 4.46
H 4.49 -1.31 5.43
H 5.28 -3.10 3.90
H 5.17 -2.81 1.47
H 4.73 -1.37 -0.48
H 4.43 0.39 -0.24
```

## Properties
E_tot, a.u.: -5826.01071
Expectation value of S²: 0.751
Total charge: -2
E_LUMO (alpha / beta), eV: 3.483 / 3.484
2S+1: 2